[1]
Below is C5H10OS2 as an isolated structure at a distorted geometry, with properties calculated with wB97M-V/def2-TZVPD.

```
18
Properties=species:S:1:pos:R:3
C 0.244 -1.033 -0.942
C 0.264 -2.264 -1.607
O -0.533 -0.421 -1.774
C -0.417 -1.443 0.882
S -0.954 -0.341 2.189
S 2.114 1.801 -0.122
C 0.615 2.100 0.861
C -0.684 1.762 0.181
H 1.229 -0.675 -0.660
H -0.544 -2.392 -2.324
H 1.296 -2.697 -1.611
H -1.220 -2.143 0.780
H 0.514 -1.950 1.214
H 0.599 3.155 1.185
H 0.796 1.448 1.726
H -1.555 2.196 0.733
H -0.731 2.159 -0.817
H -1.034 0.737 0.108
```

Max |F|   3.1 eV/A
HOMO-LUMO gap   3.84 eV
LUMO level   -3.6 eV
ΔE to the lowest compared entry with this formula, charge and spin   9.879 eV

Mulliken population analysis, charges in e, atoms 1 to 8:
1. C 0.54
2. C -0.49
3. O -0.54
4. C -0.76
5. S -0.09
6. S -0.25
7. C -0.10
8. C -1.19



[2]
Below is an isolated ion of composition C9H16NO4S and charge -1 at a distorted geometry, with properties calculated with wB97M-V/def2-TZVPD.

```
31
Properties=species:S:1:pos:R:3
C 2.778 0.458 0.518
C 3.901 0.661 -0.216
C -0.494 0.882 0.542
C 4.790 1.887 0.375
C -2.711 -0.689 1.562
C -4.067 0.547 -0.068
C -2.419 -1.077 -0.890
C 1.620 -1.249 -1.663
C -2.693 -0.037 0.238
N 0.028 -0.344 0.265
O 4.068 0.205 -1.410
O 0.042 1.785 1.178
O 1.453 -2.243 0.700
O -1.835 1.064 0.145
S 1.479 -0.855 0.126
H 2.482 0.881 1.466
H 5.358 2.232 -0.502
H 4.064 2.634 0.811
H 5.516 1.492 1.172
H -1.777 -1.155 1.829
H -2.776 0.130 2.297
H -3.524 -1.345 1.750
H -4.460 1.284 0.565
H -4.899 -0.173 -0.114
H -4.179 1.093 -1.062
H -2.655 -0.679 -1.895
H -1.306 -1.432 -0.988
H -3.030 -2.024 -0.790
H 1.420 -2.298 -1.817
H 1.152 -0.472 -2.274
H 2.673 -1.163 -1.853
```

Max |F|   4.2 eV/A
HOMO-LUMO gap   7.56 eV
LUMO level   3.2 eV
ΔE to the lowest compared entry with this formula, charge and spin   0.000 eV
Net charge   -1
Structure (SMILES)   CC(=O)C=[S@@](C)([O-])=NC(=O)OC(C)(C)C

Mulliken population analysis, charges in e, atoms 1 to 8:
1. C -0.85
2. C 1.06
3. C 0.38
4. C -1.08
5. C -1.70
6. C -1.81
7. C -1.27
8. C -1.28



[3]
Below is C36H34BiN11S3 as an isolated structure, with properties calculated with wB97M-V/def2-TZVPD.

```
85
Properties=species:S:1:pos:R:3
Bi -0.321 0.348 0.011
C -0.620 1.667 3.291
N 0.124 0.549 2.681
C 1.569 0.776 2.832
C -0.319 -0.706 3.289
C 0.037 -0.994 4.599
C -0.465 -2.100 5.263
C -1.384 -2.898 4.597
C -1.747 -2.627 3.291
C -1.199 -1.544 2.574
N -1.529 -1.210 1.276
C -2.374 -1.962 0.465
C -2.427 -3.358 0.398
C -3.303 -4.002 -0.467
C -4.114 -3.270 -1.319
C -4.034 -1.881 -1.310
C -3.176 -1.231 -0.438
N -3.045 0.204 -0.390
C -3.718 0.753 0.804
C -3.540 0.905 -1.575
H -0.485 1.675 4.377
H -0.264 2.612 2.882
H -1.683 1.560 3.074
H 1.858 0.923 3.878
H 2.110 -0.081 2.435
H 1.846 1.674 2.277
H 0.713 -0.327 5.121
H -0.165 -2.315 6.280
H -1.833 -3.745 5.101
H -2.485 -3.255 2.816
H -1.756 -3.939 1.014
H -3.331 -5.085 -0.489
H -4.796 -3.768 -1.995
H -4.649 -1.309 -1.991
H -4.801 0.610 0.720
H -3.360 0.249 1.697
H -3.503 1.820 0.871
H -4.635 0.883 -1.622
H -3.220 1.946 -1.516
H -3.126 0.463 -2.478
N 4.378 -1.893 0.159
C 4.317 -3.291 -0.057
C 5.473 -3.987 -0.363
C 5.430 -5.359 -0.583
C 4.223 -6.032 -0.512
C 3.060 -5.328 -0.217
C 3.104 -3.966 0.027
S 1.622 -3.107 0.453
N 2.057 -1.487 0.250
C 3.260 -1.090 0.160
C 3.517 0.388 0.082
C 4.714 0.939 0.514
C 4.882 2.315 0.434
C 3.857 3.088 -0.076
C 2.686 2.450 -0.466
N 2.515 1.133 -0.386
H 5.237 -1.456 -0.131
H 6.416 -3.455 -0.423
H 6.342 -5.891 -0.815
H 4.177 -7.097 -0.691
H 2.108 -5.844 -0.170
H 5.489 0.321 0.948
H 5.804 2.772 0.773
H 3.945 4.162 -0.165
H 1.848 3.016 -0.856
S -0.925 2.869 0.317
C -0.747 3.563 -1.290
C -0.808 5.003 -1.290
N -0.824 6.153 -1.270
C -0.566 2.884 -2.446
S -0.401 1.166 -2.628
C -0.472 3.637 -3.679
N -0.364 4.211 -4.669
N 2.427 -1.714 -4.993
C 1.344 -2.040 -4.209
C 1.200 -1.503 -2.921
N 0.167 -1.799 -2.159
C -0.738 -2.655 -2.648
C -0.573 -3.199 -3.906
N 0.457 -2.894 -4.696
H 2.862 -0.822 -4.831
H 2.336 -1.979 -5.961
H 1.931 -0.805 -2.523
H -1.587 -2.903 -2.025
H -1.300 -3.898 -4.303
```

Max |F|   0.5 eV/A
HOMO-LUMO gap   6.48 eV
LUMO level   -0.6 eV
ΔE to the lowest compared entry with this formula, charge and spin   0.576 eV

Mulliken population analysis, charges in e, atoms 1 to 8:
1. Bi 2.48
2. C -1.39
3. N 1.43
4. C -1.31
5. C -0.17
6. C -0.43
7. C -1.08
8. C -0.92



[4]
Below is one molecule with the formula C4H7BN2 at a distorted geometry, with properties calculated with wB97M-V/def2-TZVPD.

```
14
Properties=species:S:1:pos:R:3
B 1.273 0.880 -0.097
C 0.338 -2.130 0.568
C -0.924 -1.947 0.184
C -1.664 -0.644 0.130
C -1.312 0.654 -0.069
N -0.034 1.258 -0.147
N 2.376 1.533 -0.170
H 0.776 -3.090 0.659
H -1.568 -2.801 0.142
H -2.805 -0.759 0.150
H -2.111 1.320 -0.204
H -0.028 2.192 -0.368
H 3.043 0.937 -0.727
H 2.639 2.598 -0.051
```

Max |F|   7.9 eV/A
HOMO-LUMO gap (spin up / spin down)   6.76 / 7.24 eV
2S+1   3
LUMO level (spin up / spin down)   0.8 / -0.7 eV
ΔE to the lowest compared entry with this formula, charge and spin   2.428 eV

Mulliken population analysis, charges in e, atoms 1 to 8:
1. B -0.70
2. C -0.56
3. C -0.15
4. C -0.23
5. C -0.13
6. N 0.01
7. N -0.06
8. H 0.31



[5]
Below is one molecule with the formula C2H4N2OS2 at a distorted geometry, with properties calculated with wB97M-V/def2-TZVPD.

```
11
Properties=species:S:1:pos:R:3
C 0.157 -0.046 -0.896
C 1.953 1.027 1.042
H -1.882 -2.437 0.111
H -1.138 -0.782 -2.226
H 0.767 0.042 -2.671
H 2.613 0.719 0.185
N -0.917 -0.869 -1.264
N 0.981 0.412 -1.732
O 2.290 1.664 1.994
S -2.264 -1.218 -0.310
S 0.278 0.372 0.857
```

Max |F|   1.2 eV/A
HOMO-LUMO gap   10.19 eV
LUMO level   0.4 eV
ΔE to the lowest compared entry with this formula, charge and spin   1.134 eV
Structure (SMILES)   [H]/N=C(\NS)SC=O

Mulliken population analysis, charges in e, atoms 1 to 8:
1. C 0.68
2. C 0.08
3. H 0.15
4. H 0.26
5. H 0.20
6. H 0.30
7. N -0.35
8. N -0.67



[6]
Below is one molecule with the formula C6H6 at a distorted geometry, with properties calculated with wB97M-V/def2-TZVPD.

```
12
Properties=species:S:1:pos:R:3
C 0.833 0.117 0.002
C 2.141 -0.134 -0.024
C -1.149 1.145 0.058
C -0.935 -1.041 -0.016
C -0.341 0.144 -0.891
C -0.373 0.082 0.752
H 2.672 0.008 0.941
H 2.529 -0.191 -0.966
H -1.011 2.234 0.054
H -2.182 0.928 0.112
H -1.946 -1.316 0.126
H -0.239 -1.977 -0.149
```

Max |F|   4.2 eV/A
HOMO-LUMO gap   11.03 eV
LUMO level   1.2 eV
ΔE to the lowest compared entry with this formula, charge and spin   5.441 eV
Structure (SMILES)   C=C1C23CC12C3

Mulliken population analysis, charges in e, atoms 1 to 8:
1. C 0.70
2. C -0.89
3. C -0.28
4. C -0.35
5. C -0.45
6. C -0.23
7. H 0.25
8. H 0.34



[7]
Below is a 4-piece molecular cluster, C26H50BCl2N2O13PS3 overall at a distorted geometry, with properties calculated with wB97M-V/def2-TZVPD.

```
98
Properties=species:S:1:pos:R:3
C 6.542 3.297 4.706
C 5.735 3.788 3.500
O 4.440 3.216 3.538
C 3.969 2.726 2.304
C 3.193 1.434 2.569
O 1.774 1.635 2.461
C 1.038 0.567 2.904
N 0.924 0.453 4.384
C 0.619 1.467 5.127
P 0.203 3.254 4.691
C -0.986 3.112 3.268
O 1.568 3.983 4.144
C 0.617 1.144 6.612
C 1.607 -0.108 6.591
B 1.345 -0.881 7.968
N 1.493 -0.225 9.230
O 0.909 -2.221 7.995
C 3.043 0.450 6.623
O 3.348 1.419 5.898
O 3.835 -0.172 7.377
C 1.086 -0.716 5.317
O -0.316 -1.016 5.655
C 1.581 -2.096 4.874
Cl 0.636 -2.748 3.485
C 3.101 -2.258 4.701
C 3.699 -1.880 3.340
Cl 3.412 -4.047 4.936
H 6.117 3.651 5.645
H 6.645 2.210 4.715
H 7.553 3.712 4.597
H 6.305 3.534 2.600
H 5.629 4.874 3.633
H 3.312 3.469 1.826
H 4.767 2.476 1.596
H 3.416 1.134 3.601
H 3.479 0.656 1.854
H 1.392 -0.354 2.436
H 0.027 0.734 2.522
H -0.509 3.337 2.309
H -1.793 3.818 3.466
H -1.431 2.114 3.219
H 1.305 4.674 3.524
H 1.206 1.980 7.009
H -0.330 1.009 7.123
H 2.035 -0.810 9.855
H 2.001 0.647 9.122
H -0.053 -2.227 7.959
H -0.830 -0.897 4.849
H 1.313 -2.752 5.701
H 3.625 -1.784 5.534
H 4.297 -0.976 3.462
H 4.410 -2.662 3.068
H 2.979 -1.829 2.526
C 1.984 2.136 -3.323
C 1.403 0.715 -3.288
C 1.914 0.043 -2.010
S 2.194 1.364 -0.826
O 3.608 1.438 -0.544
O 1.214 1.285 0.229
C 1.766 2.708 -1.926
H 1.505 2.751 -4.085
H 3.053 2.094 -3.546
H 0.319 0.765 -3.266
H 1.684 0.142 -4.169
H 1.186 -0.654 -1.601
H 2.862 -0.465 -2.174
H 2.390 3.573 -1.708
H 0.716 2.950 -1.757
C -3.376 -0.372 -5.951
C -3.948 -1.759 -5.634
C -2.982 -2.439 -4.655
S -2.183 -1.119 -3.737
O -0.775 -1.112 -4.061
O -2.637 -1.134 -2.370
C -2.974 0.231 -4.608
H -4.100 0.256 -6.468
H -2.497 -0.472 -6.593
H -4.929 -1.651 -5.168
H -4.078 -2.356 -6.533
H -3.501 -3.092 -3.958
H -2.208 -2.997 -5.178
H -2.281 1.066 -4.696
H -3.849 0.528 -4.030
C -7.404 -2.459 -10.396
C -7.977 -3.846 -10.078
C -7.012 -4.528 -9.099
S -6.212 -3.206 -8.182
O -4.807 -3.202 -8.509
O -6.672 -3.220 -6.817
C -7.002 -1.857 -9.053
H -8.127 -1.831 -10.914
H -6.525 -2.561 -11.037
H -8.958 -3.736 -9.612
H -8.108 -4.445 -10.978
H -7.533 -5.178 -8.400
H -6.238 -5.087 -9.620
H -6.309 -1.024 -9.143
H -7.877 -1.559 -8.477
```

Max |F|   2.8 eV/A
HOMO-LUMO gap   7.27 eV
LUMO level   -0.7 eV

Mulliken population analysis, charges in e, atoms 1 to 8:
1. C -1.17
2. C -0.24
3. O -0.17
4. C -1.02
5. C 0.15
6. O 0.22
7. C -1.41
8. N 1.28



[8]
Below is C4H2CsO2 as an isolated structure at a distorted geometry, with properties calculated with wB97M-V/def2-TZVPD.

```
9
Properties=species:S:1:pos:R:3
H -2.212 -0.822 -2.436
O -1.295 -2.647 -2.228
C -1.525 -1.519 -1.880
C -0.553 -0.688 -1.188
C 0.139 -0.104 -0.373
C 0.924 0.717 0.503
O 0.613 0.901 1.668
Cs 2.054 3.036 5.857
H 1.857 1.128 0.078
```

Max |F|   3.4 eV/A
HOMO-LUMO gap   8.77 eV
LUMO level   -4.0 eV
ΔE to the lowest compared entry with this formula, charge and spin   0.000 eV
Net charge   +1

Mulliken population analysis, charges in e, atoms 1 to 8:
1. H 0.23
2. O -0.37
3. C -0.13
4. C 0.35
5. C 0.31
6. C -0.22
7. O -0.46
8. Cs 1.00



[9]
Below is C4H7IN as an isolated structure at a distorted geometry, with properties calculated with wB97M-V/def2-TZVPD.

```
13
Properties=species:S:1:pos:R:3
C -0.065 0.728 1.484
C -0.340 1.957 3.009
C 0.355 0.304 0.185
C 0.257 -1.007 -0.437
N -0.520 -0.932 -1.861
I 0.858 3.481 2.810
H -0.221 -0.086 2.123
H 0.826 1.083 -0.513
H -0.252 -1.656 0.203
H 1.184 -1.340 -0.727
H -0.104 -1.586 -2.506
H -0.471 0.048 -2.040
H -1.505 -0.993 -1.731
```

Max |F|   5.6 eV/A
HOMO-LUMO gap   7.41 eV
LUMO level   -4.8 eV
ΔE to the lowest compared entry with this formula, charge and spin   7.141 eV
Net charge   +1

Mulliken population analysis, charges in e, atoms 1 to 8:
1. C -0.56
2. C -0.12
3. C -0.16
4. C -0.37
5. N -0.33
6. I 0.36
7. H 0.22
8. H 0.26